ORCA calculation (ωB97M-V/def2-TZVPD) on a cluster of 8 separate species, C18H52O14 in total.

XYZ file:
```
84
Properties=species:S:1:pos:R:3:forces:R:3
C -14.259115 -25.595667 13.208028 -2.46 0.34 1.78
C -15.188634 -25.796430 12.034249 1.86 -1.87 0.38
C -15.017527 -27.198003 11.361654 3.60 1.01 2.77
O -16.516248 -25.458718 12.281224 -0.32 -0.69 2.34
H -13.246211 -25.573414 13.058155 2.49 -0.02 -1.48
H -14.315238 -26.219608 14.079954 -0.74 -1.22 0.15
H -14.482636 -24.664572 13.677724 -0.26 1.19 0.06
H -14.853989 -25.090765 11.366623 1.06 1.63 -2.07
H -13.886051 -27.378785 10.996998 -2.97 0.29 0.77
H -15.785395 -27.139476 10.716805 -2.09 -0.52 -3.49
H -15.343603 -27.917487 12.098407 0.38 -0.55 0.29
H -16.949312 -25.263696 11.476937 -0.58 0.32 -1.31
C -10.625983 -23.980508 4.428943 0.58 -0.99 -0.21
C -10.069943 -24.269351 2.982353 4.71 -0.12 6.73
C -9.356235 -23.204332 2.307604 0.34 -0.40 -3.03
O -9.265102 -25.456458 3.112959 -1.09 -2.32 -1.11
H -11.153425 -24.900016 4.722220 -0.81 0.48 -0.47
H -11.219058 -23.071868 4.419687 -0.29 -0.04 0.36
H -9.920633 -24.030815 5.283870 0.45 0.86 -0.91
H -10.822196 -24.556038 2.493535 -6.21 -1.78 -4.23
H -10.166223 -22.649232 1.816261 0.62 0.72 0.15
H -8.747921 -23.687403 1.457537 -0.73 0.87 1.23
H -8.725793 -22.636790 2.937589 0.60 0.81 0.52
H -9.879793 -26.231437 2.822355 1.87 1.97 1.12
O -15.265655 -26.085235 5.129371 -2.83 2.83 -3.10
C -15.032481 -24.670627 4.883755 1.13 -1.70 -0.89
C -15.132651 -24.592735 3.308883 1.70 1.30 0.88
O -14.951892 -23.215837 2.894840 0.51 -0.84 1.45
H -14.824302 -26.413476 5.841122 1.69 -1.14 3.72
H -15.573281 -23.909881 5.378458 -2.85 0.16 0.19
H -14.167923 -24.309030 5.504254 1.07 -0.88 -1.84
H -15.984846 -24.993245 2.775112 -1.22 -0.09 1.18
H -14.399209 -25.186123 2.787923 1.04 -0.29 0.54
H -15.495180 -23.235949 2.143638 -0.95 0.98 -1.79
O -11.108876 -27.402760 4.695016 -2.55 -0.49 -0.92
C -12.088263 -28.326354 4.049176 -1.70 2.85 1.11
C -13.120670 -27.417991 3.433442 -3.19 1.54 1.52
O -14.230597 -28.138984 2.832707 2.47 1.69 -2.89
H -10.620359 -28.076758 5.096547 2.14 -0.95 1.45
H -11.513023 -28.731393 3.302274 0.89 -2.06 -1.68
H -12.729339 -28.994226 4.684670 1.45 0.19 -0.01
H -12.692480 -26.796091 2.567574 -0.72 -0.69 1.48
H -13.740971 -26.758747 4.344513 2.71 -1.47 -2.88
H -14.827584 -28.698647 3.254704 -0.88 -1.02 2.20
O -6.328765 -24.297215 9.850135 -5.81 -12.32 2.42
C -7.112746 -24.221666 8.767825 -1.67 1.31 -5.10
C -7.977218 -25.488352 8.424620 5.25 -1.13 1.69
O -8.638339 -25.477303 7.229476 2.06 0.24 -3.05
H -5.925779 -23.601465 9.796899 7.67 11.93 0.14
H -7.659889 -23.238861 8.760497 -0.78 -1.03 0.44
H -6.504293 -23.952477 7.826861 -0.18 -0.99 0.72
H -8.418501 -25.739160 9.330008 -2.91 0.07 1.24
H -7.271901 -26.447530 8.553624 -0.50 1.92 -0.98
H -7.854406 -25.481137 6.486071 -3.19 0.03 2.53
O -14.712198 -27.391821 7.486275 2.42 0.53 0.30
C -13.486949 -27.303793 8.276060 0.21 -0.07 -2.83
C -12.322346 -26.784749 7.461314 -0.85 2.75 4.43
O -11.275152 -26.409936 8.355694 -3.29 -2.91 2.30
H -15.195748 -27.884462 8.118856 -1.85 -1.16 0.38
H -13.653028 -26.812497 9.131978 -0.80 3.51 2.58
H -13.257388 -28.179683 8.806628 0.60 -2.52 -0.44
H -12.521645 -25.934265 6.914755 -1.29 2.12 -1.18
H -12.105712 -27.438405 6.780931 2.01 -4.20 -3.63
H -10.574695 -25.943157 8.038082 2.85 1.96 -2.27
O -10.894614 -27.869256 10.599606 0.19 -2.67 4.00
C -9.548364 -28.028223 11.131915 -1.57 2.43 -2.47
C -8.699060 -28.698241 10.067070 -0.16 -0.05 1.78
O -7.386119 -28.868345 10.539150 0.39 3.05 -1.29
H -11.153599 -27.415002 9.849805 0.70 2.04 -2.74
H -9.158802 -27.013663 11.388256 0.08 -0.76 -0.01
H -9.742628 -28.581615 12.009909 0.39 -0.78 0.95
H -8.764203 -28.152605 9.157026 0.42 0.82 -0.73
H -9.136298 -29.630364 9.844863 -0.66 -1.38 -0.26
H -7.264287 -29.715123 10.851403 0.31 -2.79 0.99
O -19.482061 -28.121356 8.219307 2.72 -6.68 -1.71
C -18.162289 -28.247416 8.751408 -0.88 5.14 1.51
C -17.559548 -29.488447 8.185442 -1.78 -0.02 0.05
O -16.271128 -29.769014 8.629960 -0.74 -0.78 4.24
H -19.906450 -27.392395 8.434619 -2.66 5.42 1.81
H -17.775970 -27.179316 8.584526 0.96 -1.65 -0.83
H -18.163599 -28.081932 9.893624 -0.12 -1.65 -1.05
H -17.617188 -29.511268 7.117369 0.38 0.42 -0.74
H -18.358895 -30.198654 8.473581 0.71 -0.55 0.08
H -16.482672 -29.950142 9.659702 1.49 0.51 -3.33
```
Positions in Å, forces in eV/Å.

Computed properties:
ΔE to the lowest compared entry with this formula, charge and spin = 11.199 eV
multiplicity = 1
E_HOMO = -9.39 eV
E_tot = -48160.351 eV